[1]
{"formula": "C28H52Br16ClN2O", "method": "ωB97M-V with the def2-TZVPD basis set", "species": ["C", "C", "Br", "C", "Br", "C", "C", "N", "C", "C", "C", "Cl", "C", "C", "C", "O", "C", "C", "C", "N", "H", "H", "H", "H", "H", "H", "H", "H", "H", "H", "H", "H", "H", "H", "H", "H", "H", "H", "H", "H", "H", "H", "H", "H", "Br", "C", "C", "Br", "H", "H", "H", "H", "Br", "C", "C", "Br", "H", "H", "H", "H", "Br", "C", "C", "Br", "H", "H", "H", "H", "Br", "C", "C", "Br", "H", "H", "H", "H", "Br", "C", "C", "Br", "H", "H", "H", "H", "Br", "C", "C", "Br", "H", "H", "H", "H", "Br", "C", "C", "Br", "H", "H", "H", "H"], "coordinates": [[-5.56101, -0.57245, 4.47613], [-5.70473, -1.23689, 3.12568], [-7.27703, -2.39471, 3.17380], [-4.51253, -2.07520, 2.63705], [-3.52552, -2.93307, 4.08561], [-3.61357, -1.24936, 1.71090], [-2.26003, -0.88946, 2.20412], [-1.44790, -0.65999, 1.24249], [-0.04088, -0.31414, 1.46177], [0.41986, 0.92359, 0.69919], [1.65850, 1.47071, 1.37392], [2.87463, 0.18467, 1.65421], [-2.18478, -0.81639, -0.04888], [-1.42986, -0.83274, -1.37573], [-0.13700, -1.62113, -1.47747], [0.72937, -1.28071, -2.29416], [-3.20121, -1.88646, 0.34202], [-2.68815, -3.30039, 0.57883], [-2.39660, -4.08745, -0.71434], [-2.62480, -5.51570, -0.43592], [-4.61642, -0.03943, 4.54790], [-6.36303, 0.14981, 4.58546], [-5.66256, -1.28953, 5.27661], [-5.91731, -0.51463, 2.35051], [-4.91241, -2.89830, 2.06538], [-4.07099, -0.26312, 1.57329], [-1.93047, -0.80708, 3.22597], [0.55299, -1.16628, 1.15310], [0.08419, -0.20370, 2.53207], [0.69625, 0.63252, -0.30639], [-0.35850, 1.67818, 0.68732], [1.39412, 1.85353, 2.34937], [2.14854, 2.21705, 0.77106], [-2.79510, 0.08751, -0.11009], [-1.23228, 0.18177, -1.69664], [-2.11307, -1.25966, -2.10745], [0.06915, -2.45751, -0.78856], [-4.06632, -1.97388, -0.30795], [-1.78680, -3.31764, 1.19023], [-3.41884, -3.89638, 1.10913], [-3.05130, -3.74527, -1.50792], [-1.35008, -3.94537, -0.96585], [-1.75938, -5.88791, -0.07107], [-2.81257, -6.01746, -1.29113], [-6.04265, 0.14416, -0.08916], [-7.00340, 1.83369, 0.12794], [-7.46743, 2.04307, 1.54288], [-8.98865, 0.92684, 2.01496], [-7.81812, 1.80851, -0.58733], [-6.29488, 2.61105, -0.15001], [-7.80160, 3.06917, 1.67527], [-6.68880, 1.82276, 2.26612], [-0.98268, -7.94305, 2.27200], [-2.50123, -8.92544, 1.55111], [-2.10181, -9.80221, 0.39435], [-1.78334, -8.74071, -1.20219], [-3.24263, -8.18395, 1.27173], [-2.87857, -9.52795, 2.37365], [-2.90735, -10.48672, 0.14062], [-1.19320, -10.36340, 0.58195], [2.12349, 2.11673, -2.80781], [1.88222, 0.91649, -4.33011], [2.91618, 1.10430, -5.41655], [2.55738, 2.71445, -6.45375], [0.87664, 1.09491, -4.69570], [1.94978, -0.07871, -3.90380], [2.86805, 0.27811, -6.12167], [3.92942, 1.19133, -5.03601], [6.57503, 1.00845, -3.51388], [7.66279, 2.52059, -4.08781], [6.90231, 3.43869, -4.99782], [6.72435, 2.69173, -6.77782], [8.54942, 2.10791, -4.55702], [7.93791, 3.04144, -3.18018], [7.44021, 4.37549, -5.12673], [5.89885, 3.64567, -4.63891], [5.59627, 4.10088, 5.63241], [5.20915, 2.77346, 4.26650], [5.01170, 3.40480, 2.91002], [3.28189, 4.28437, 2.79239], [4.33369, 2.22626, 4.60005], [6.06800, 2.10782, 4.25427], [5.01002, 2.64403, 2.13238], [5.76007, 4.15485, 2.68031], [-4.25409, 4.80672, -0.30869], [-2.97598, 3.86644, -1.43331], [-3.04297, 2.37921, -1.22042], [-2.20513, 1.86525, 0.46550], [-1.99839, 4.27928, -1.20932], [-3.24803, 4.11101, -2.45695], [-2.48787, 1.85451, -1.99433], [-4.05910, 2.00182, -1.18588], [8.45737, 5.59314, -2.16768], [9.68840, 5.57731, -0.66563], [10.35839, 4.23681, -0.52955], [9.15718, 2.89570, 0.19444], [9.11257, 5.85534, 0.21005], [10.42485, 6.34885, -0.87599], [11.18984, 4.29661, 0.16831], [10.70986, 3.85219, -1.48074]], "mol_weight_g_mol": 1746.7, "e_lumo_ev": -3.4, "largest_force_ev_per_a": 5.020, "gap_ev": 7.8, "total_charge": 1}



[2]
{"formula": "C28H52CaCl4MgN6O8S2", "method": "ωB97M-V with the def2-TZVPD basis set", "species": ["C", "C", "N", "C", "N", "C", "C", "O", "C", "C", "C", "C", "C", "S", "C", "S", "N", "C", "C", "O", "C", "C", "H", "H", "H", "H", "H", "H", "H", "H", "H", "H", "H", "H", "H", "H", "H", "H", "H", "H", "H", "H", "H", "H", "H", "H", "H", "H", "H", "H", "Cl", "C", "C", "N", "H", "H", "H", "Cl", "Mg", "C", "C", "O", "H", "H", "H", "H", "H", "Ca", "Cl", "N", "C", "C", "C", "C", "C", "H", "H", "H", "H", "H", "C", "C", "C", "O", "C", "N", "H", "H", "H", "H", "H", "H", "H", "H", "H", "H", "H", "O", "Cl", "O", "O", "O"], "coordinates": [[-2.86350, 4.78179, 0.28176], [-2.82480, 4.49413, -1.23628], [-3.18125, 5.39208, -2.07282], [-2.38680, 3.11989, -1.75492], [-1.05878, 2.69351, -1.19424], [-1.17920, 1.78072, 0.01316], [0.27417, 1.66198, 0.58993], [1.21802, 1.16618, -0.32486], [1.27275, 1.90431, -1.52597], [-0.10488, 2.16230, -2.21103], [-0.68458, 0.99233, -3.02252], [-0.47112, -0.37618, -2.36579], [0.72234, -1.20600, -2.81942], [0.76086, -2.43436, -1.47541], [2.50393, -2.42326, -1.06588], [3.24948, -3.88575, -0.93436], [3.11718, -1.14798, -0.91366], [3.76187, -1.00400, 0.43863], [4.96557, -0.01807, 0.46712], [5.77595, -0.00388, -0.71183], [4.88658, 0.27109, -1.79447], [4.09054, -1.04553, -2.02351], [-3.18373, 5.81476, 0.49626], [-1.85009, 4.69870, 0.71470], [-3.58588, 4.12970, 0.80296], [-3.44899, 6.24917, -1.57707], [-3.16049, 2.36758, -1.44511], [-2.36591, 3.11517, -2.85338], [-0.63586, 3.54905, -0.81731], [-1.78298, 2.30849, 0.77003], [-1.63128, 0.76848, -0.20815], [0.23318, 0.93676, 1.41962], [0.63582, 2.62035, 1.01567], [1.69136, 2.90919, -1.27170], [1.98292, 1.44434, -2.22291], [0.08681, 2.97548, -2.93669], [-0.16090, 0.99849, -3.99611], [-1.76116, 1.07927, -3.26528], [-1.35645, -0.99665, -2.65915], [-0.49816, -0.32449, -1.26100], [0.58399, -1.68741, -3.79698], [1.66200, -0.64202, -2.80047], [4.06551, -1.94889, 0.90540], [2.93884, -0.54418, 1.15880], [5.62122, -0.35383, 1.28608], [4.66135, 1.01175, 0.75361], [5.41077, 0.59835, -2.69843], [4.16075, 1.02586, -1.41467], [3.63098, -0.97282, -3.03129], [4.85244, -1.84150, -2.05281], [-1.69190, -3.08042, -0.34505], [0.04049, 5.44570, 3.35010], [-0.76314, 4.21852, 3.25211], [-1.37334, 3.25829, 3.20167], [-0.02854, 5.85071, 4.35794], [1.08270, 5.22279, 3.12640], [-0.32703, 6.18748, 2.64210], [3.07316, -0.83261, 2.96736], [-2.87638, -0.46661, -1.23689], [-7.50264, -3.22699, 0.16332], [-5.99683, -2.96748, -0.09838], [-5.87971, -2.33831, -1.28910], [-7.93983, -3.86345, -0.60611], [-7.62539, -3.73645, 1.12348], [-8.07086, -2.29631, 0.20742], [-5.50822, -3.95163, 0.00748], [-5.63781, -2.43185, 0.80126], [-5.08421, 4.74797, -3.36781], [5.55659, -4.11693, -0.84970], [-10.05132, -0.38128, -3.50229], [-10.85771, -1.25865, -4.10192], [-10.57994, -2.61239, -4.21022], [-9.39472, -3.08443, -3.66858], [-8.54080, -2.19162, -3.04257], [-8.91684, -0.85937, -2.98655], [-11.77131, -0.84303, -4.51327], [-11.27342, -3.27840, -4.70604], [-9.13991, -4.13521, -3.73340], [-7.60321, -2.51507, -2.60525], [-8.28152, -0.12462, -2.50280], [6.36394, -0.86872, 4.93767], [7.08152, -0.97413, 6.27819], [6.87843, -2.33008, 6.97348], [5.61290, -2.48892, 7.58785], [4.56893, -2.87173, 6.70291], [6.66315, 0.14257, 7.13394], [5.29061, -0.71984, 5.04815], [6.74634, -0.01893, 4.36961], [6.52149, -1.76668, 4.33583], [8.15371, -0.86765, 6.08243], [7.60811, -2.40421, 7.78606], [7.08480, -3.16494, 6.29145], [4.92647, -3.53697, 5.91270], [4.09135, -1.99273, 6.26667], [3.81475, -3.40106, 7.28672], [7.21454, 0.12502, 7.98814], [5.71777, -0.05816, 7.45167], [3.91986, -1.63632, -7.35062], [3.99996, -1.86449, -5.93147], [4.76745, -3.05372, -5.67297], [2.65860, -2.02369, -5.38106], [4.63852, -0.72745, -5.29028]], "mol_weight_g_mol": 871.1, "e_lumo_ev": -4.2, "largest_force_ev_per_a": 3.391, "gap_ev": 2.7, "total_charge": 0}



[3]
{"formula": "C28H52InP2", "method": "ωB97M-V with the def2-TZVPD basis set", "species": ["In", "C", "C", "C", "C", "C", "C", "H", "H", "H", "C", "H", "H", "H", "C", "H", "H", "H", "C", "H", "H", "H", "C", "H", "H", "H", "C", "C", "C", "C", "C", "C", "C", "C", "H", "H", "H", "H", "H", "H", "H", "H", "H", "H", "H", "H", "P", "P", "C", "C", "H", "H", "H", "H", "C", "H", "H", "H", "C", "H", "H", "H", "C", "H", "H", "H", "C", "H", "H", "H", "C", "C", "C", "C", "H", "H", "H", "H", "H", "H", "H", "H", "H"], "coordinates": [[0.14364, -1.14356, 0.51011], [-2.38135, 1.66934, 2.50495], [-2.77366, 2.26358, 1.27121], [-4.02880, 0.37211, 1.57778], [-3.16453, 0.50530, 2.70525], [-3.79633, 1.46021, 0.70000], [-1.39112, 2.20772, 3.46756], [-0.72059, 2.92474, 2.98600], [-0.78934, 1.39759, 3.89704], [-1.88660, 2.72571, 4.30343], [-3.14275, -0.37629, 3.88274], [-2.36870, -0.05955, 4.59256], [-2.94248, -1.42337, 3.60337], [-4.10942, -0.36822, 4.41873], [-5.04406, -0.69069, 1.40739], [-5.84595, -0.61643, 2.16407], [-4.60293, -1.69674, 1.50348], [-5.51417, -0.62214, 0.41744], [-4.55150, 1.73894, -0.53226], [-5.56178, 2.10037, -0.31071], [-4.65870, 0.83694, -1.13833], [-4.05625, 2.50226, -1.13283], [-2.28048, 3.54122, 0.72745], [-2.94670, 4.38478, 0.99035], [-2.21946, 3.51369, -0.37158], [-1.27943, 3.79105, 1.11791], [4.51979, -0.06063, -0.99554], [4.24258, 1.16695, -0.42010], [4.61045, 2.46168, -1.09903], [4.14887, 2.58884, -2.57965], [2.88982, 1.83849, -2.86505], [2.89702, 0.62023, -3.45904], [4.07586, -0.33043, -3.52042], [5.09499, -0.22335, -2.35053], [5.71718, 2.56296, -1.03954], [4.96577, 2.24915, -3.24844], [4.19598, 3.32719, -0.54485], [5.84161, 0.55263, -2.57338], [4.44445, -0.97221, -0.41455], [4.18154, 1.31578, 0.66126], [5.64165, -1.19242, -2.32849], [3.72282, -1.37718, -3.57028], [2.06603, 0.37065, -4.13744], [4.58850, -0.13155, -4.47714], [3.96027, 3.66439, -2.79541], [1.96510, 2.41576, -2.72302], [2.17778, 0.12402, 0.25962], [-0.85324, -0.63200, -1.92286], [2.00671, -0.89818, -1.36883], [0.81550, -1.22928, -2.35336], [2.71137, -1.73813, -1.32872], [2.52334, -0.08170, -1.89522], [1.00796, -0.79284, -3.33772], [0.80691, -2.31823, -2.49255], [-2.00758, -1.68268, -2.85911], [-3.03209, -1.28376, -2.76174], [-1.99367, -2.71014, -2.46332], [-1.72313, -1.69824, -3.92637], [-1.10509, 1.07484, -2.48203], [-0.92573, 1.15819, -3.57002], [-0.44153, 1.77891, -1.95019], [-2.15314, 1.37237, -2.26897], [3.10383, -0.63267, 1.61923], [2.62610, -0.36854, 2.57334], [4.14300, -0.28512, 1.66806], [3.13133, -1.72484, 1.55539], [1.65260, 1.85722, 0.30937], [0.65254, 2.00675, -0.11995], [2.35594, 2.51258, -0.23037], [1.61967, 2.18634, 1.35616], [-0.52179, -3.40071, 3.18308], [-1.27878, -3.89185, 1.94092], [-2.79357, -3.94632, 2.21148], [-0.91727, -3.10885, 0.64552], [-0.79982, -2.37621, 3.44685], [0.56161, -3.45996, 3.02989], [-0.77803, -4.06520, 4.04417], [-0.95150, -4.92685, 1.73224], [-3.20592, -2.95729, 2.44877], [-3.32686, -4.34879, 1.33203], [-3.00000, -4.61657, 3.06048], [-1.81766, -3.00531, 0.01021], [-0.12660, -3.67649, 0.12203]], "mol_weight_g_mol": 565.5, "e_above_lowest_kcal_mol": 2.2, "e_lumo_ev": [-3.6, -3.6], "largest_force_ev_per_a": 3.983, "gap_ev": [3.6, 3.7], "total_charge": 1}



> What is the formula in the third record?

C28H52InP2



> Which formula does entry 1 have?

C28H52Br16ClN2O